The following is a DFT calculation (the ωB97M-V functional and the def2-TZVPD basis) of 2 unconnected molecules or ions with the total composition ClH3N2S.

Geometry as XYZ:
```
7
Properties=species:S:1:pos:R:3:nbo_charge:R:1
N -1.44 0.86 -1.74 -0.62
N 0.09 -0.88 1.33 -1.07
S -0.27 1.68 -1.80 0.98
Cl 1.37 0.78 -2.86 -0.36
H 0.31 -1.72 1.87 0.36
H -0.82 -0.56 1.62 0.36
H 0.77 -0.17 1.58 0.35
```

Results
Kohn-Sham gap = 8.91 eV
Relative energy (zero: lowest compared OMol25 entry of this formula, charge and spin) = 1.3 kcal per mole
Energy = -26385.047 eV